# 1
Formula: C27H22LiNO2
Source: the OMol25 dataset
Level of theory: ωB97M-V/def2-TZVPD

## Properties
Kohn-Sham gap = 3.627 eV
Total charge = 0
Electronic energy = -1254.7431 Eh

XYZ file:
```
53
Properties=species:S:1:pos:R:3:lowdin_charge:R:1
N 1.030 3.762 3.119 -0.2454
H 2.190 3.835 0.724 0.1215
C 0.832 -2.375 -0.638 -0.0786
C -0.070 1.771 2.250 0.0166
H 3.031 3.202 3.345 0.0911
C -1.557 -0.037 -1.441 -0.1009
H -3.695 -2.546 -4.122 0.1229
C -5.263 -0.597 -1.100 0.0036
H 4.789 -4.483 -0.866 0.1012
H 6.070 -2.604 0.207 0.0865
H -7.164 -1.351 -1.798 0.1081
H -0.528 1.604 3.230 0.1281
Li 0.297 -0.233 -3.646 0.7809
C -6.084 -1.332 -1.957 -0.0550
C -5.521 -2.045 -3.037 -0.0602
C 2.288 3.850 3.820 -0.0762
H 2.650 4.890 3.809 0.0817
H -5.677 -0.038 -0.266 0.1208
C 0.166 1.186 -0.091 -0.2256
O -2.950 0.912 0.351 0.0934
C -0.332 0.911 1.206 -0.0184
C 4.287 -3.570 -0.541 -0.0580
H 0.406 5.653 3.717 0.0823
C 0.651 -3.658 -1.223 -0.1164
C -3.887 -0.570 -1.330 -0.0782
H -0.939 0.028 1.385 0.1239
C -3.343 -1.278 -2.412 -0.1018
C 1.129 2.214 -0.229 -0.0314
C 1.472 3.018 0.835 -0.0057
H 2.133 -5.322 -1.620 0.0889
C 1.911 -4.321 -1.251 -0.0713
H 4.889 -0.565 0.987 0.0868
O -1.155 -1.311 -3.458 -0.0735
C 4.323 -1.355 0.485 -0.1232
C -1.933 -0.939 -2.532 -0.3103
H -0.319 4.317 4.645 0.0820
C -2.808 0.211 -0.647 -0.2646
H 0.062 -1.667 -0.353 0.0538
H 2.166 3.536 4.870 0.0860
H -0.869 4.649 2.972 0.0931
H -0.292 -4.072 -1.568 0.0827
C 2.942 -1.205 0.323 -0.0571
C 2.906 -3.444 -0.721 -0.2220
H -6.181 -2.609 -3.693 0.1056
H 1.592 2.396 -1.204 0.1152
C 2.218 -2.220 -0.311 -0.2113
H 2.408 -0.326 0.691 0.0884
C 0.818 2.859 2.082 -0.2385
C 4.992 -2.522 0.060 -0.1237
H 0.347 0.704 -2.155 0.0734
C -0.274 0.475 -1.265 -0.0093
C -4.149 -2.023 -3.280 0.0102
C -0.002 4.634 3.641 -0.0722
```

# 2
Formula: C8H21NO4PS
Source: the OMol25 dataset
Level of theory: ωB97M-V/def2-TZVPD

## Properties
Kohn-Sham gap = 4.856 eV
Total charge = -1
Electronic energy = -1412.3833 Eh

XYZ file:
```
36
Properties=species:S:1:pos:R:3:lowdin_charge:R:1
H 2.866 -0.174 1.043 0.0553
H 2.214 -0.946 -5.428 0.0713
O -0.827 -0.865 -3.700 -0.2748
H -2.153 1.166 -2.606 0.0813
C 2.513 0.313 2.013 -0.3677
H 0.803 -1.861 2.458 0.0737
C -1.770 0.455 -1.868 -0.0848
H -0.978 -1.767 2.113 0.0810
H 3.112 -0.835 3.897 0.0190
H 0.588 -0.413 -5.930 0.0690
H 0.871 -2.124 -5.470 0.0681
C 1.144 -1.087 -5.281 -0.1347
C -1.595 -0.918 -2.489 -0.2573
C -1.521 0.544 2.208 -0.5066
C 3.287 0.070 3.222 -0.1748
H -2.497 1.869 3.787 0.0768
O 1.302 -1.732 -2.752 -0.2819
H 0.693 0.990 0.545 -0.0283
H 1.241 1.849 3.270 -0.0435
S 0.773 -0.694 -3.595 0.5885
H 0.142 -1.137 0.829 0.0749
H -0.818 0.847 -1.506 0.0611
H -0.146 2.377 1.901 -0.0483
H -2.576 -1.316 -2.757 0.1157
C 0.016 -1.207 1.968 -0.1856
O -1.840 0.596 0.988 -0.0654
P 0.939 1.393 1.917 0.3298
N -0.155 0.127 2.610 -0.2950
H -2.719 0.015 3.977 0.0747
H 4.143 0.762 3.506 0.0102
C -2.668 0.892 3.244 -0.0347
H 1.806 2.449 1.373 -0.0353
H -3.668 0.874 2.691 0.0746
O 1.081 0.692 -3.376 -0.2749
H -1.145 -1.616 -1.778 0.1133
H -2.457 0.411 -1.026 0.0552
```

# 3
Formula: C5H6S2
Source: the OMol25 dataset
Level of theory: ωB97M-V/def2-TZVPD

## Properties
Kohn-Sham gap = 8.398 eV
Total charge = 0
Energy above the lowest of the compared OMol25 structures with the same formula, charge and spin = 234.17 kJ/mol
Electronic energy = -990.3758 Eh
SMILES string = CC#CC(=S)SC

XYZ file:
```
13
Properties=species:S:1:pos:R:3:lowdin_charge:R:1
H -2.586 1.191 -1.086 0.0814
H 2.548 -2.225 1.004 0.0842
C -2.049 1.038 -0.173 -0.0801
C 2.187 -1.828 -0.071 -0.3798
H 1.621 -0.945 0.217 0.0152
H -2.817 0.921 0.564 0.0757
H 3.005 -1.493 -0.691 0.0205
C -0.281 -2.521 -1.419 -1.1921
H -1.514 1.853 0.213 0.0655
S 1.206 -3.204 -0.818 0.8243
S -1.209 -3.337 -2.429 0.6667
C -1.347 -0.178 -0.538 -0.0971
C -0.628 -1.018 -0.981 -0.0842
```